(1)
6
Properties=species:S:1:pos:R:3:forces:R:3 method="wB97M-V/def2-TZVPD" e_homo_ev=-9.931 de_lowest_kcal_mol=54.2 spin_multiplicity=1 e_lumo_ev=-0.023 total_energy_ha=-587.9004 homo_lumo_gap_ha=0.364 mol_weight_g_mol=78.1 smiles="O=C(O)S"
O 0.958 1.219 -0.059 -1.69 -2.39 2.27
C 0.410 0.107 0.195 4.75 5.88 -3.37
O 1.185 -0.906 -0.089 0.82 -6.79 3.25
S -1.181 -0.152 -0.063 -5.50 1.58 1.76
H 1.002 -1.884 0.505 0.38 4.42 -2.63
H -1.707 1.168 0.514 1.24 -2.70 -1.29



(2)
7
Properties=species:S:1:pos:R:3:forces:R:3 method="wB97M-V/def2-TZVPD" e_homo_ev=-9.297 de_lowest_kcal_mol=27.8 spin_multiplicity=1 e_lumo_ev=-0.781 total_energy_ha=-986.0890 homo_lumo_gap_ha=0.313 mol_weight_g_mol=110.2
C 0.931 -0.079 -0.429 -0.87 -0.16 0.69
O -0.452 1.678 1.040 0.25 0.69 1.00
O 1.583 -0.314 0.528 0.01 0.15 -0.28
S -2.260 -0.414 0.071 0.50 -0.09 -0.82
S -0.647 1.046 -0.247 -0.29 -0.68 -0.68
H 1.136 -0.397 -1.457 0.11 -0.10 -0.24
H -2.391 -0.098 1.355 0.29 0.18 0.32



(3)
6
Properties=species:S:1:pos:R:3:forces:R:3 method="wB97M-V/def2-TZVPD" e_homo_ev=-11.178 de_lowest_kcal_mol=20.2 spin_multiplicity=1 e_lumo_ev=0.295 total_energy_ha=-265.0240 homo_lumo_gap_ha=0.422 mol_weight_g_mol=62.0 smiles="O=C(O)O"
O -0.694 -0.231 1.419 1.35 0.87 -5.68
C -0.231 -0.123 0.233 1.82 -2.87 5.28
O 0.782 -1.098 -0.095 -2.32 1.69 0.29
O -0.392 0.892 -0.608 0.25 -0.76 0.26
H 1.267 -1.012 -0.931 -0.62 0.61 0.02
H -0.732 1.573 -0.017 -0.47 0.46 -0.17



(4)
6
Properties=species:S:1:pos:R:3:forces:R:3 method="wB97M-V/def2-TZVPD" e_homo_ev=-10.040 de_lowest_kcal_mol=142.5 spin_multiplicity=1 e_lumo_ev=0.522 total_energy_ha=-264.8291 homo_lumo_gap_ha=0.388 mol_weight_g_mol=62.0
C 0.682 0.738 2.235 0.40 1.51 -1.72
O 0.848 1.426 1.337 -0.15 -1.06 2.24
O -0.431 -0.806 -1.360 0.41 -1.53 -3.66
O -0.016 -0.395 -0.064 -5.56 -0.83 0.78
H -1.213 -0.613 -0.162 4.57 1.51 2.60
H 0.130 -0.350 -1.986 0.33 0.40 -0.23



(5)
8
Properties=species:S:1:pos:R:3:forces:R:3 method="wB97M-V/def2-TZVPD" e_homo_ev=2.045 de_lowest_kcal_mol=28.8 spin_multiplicity=1 e_lumo_ev=7.648 total_energy_ha=-947.7162 total_charge=-2 homo_lumo_gap_ha=0.206 mol_weight_g_mol=124.0 smiles="[O-]P12([O-])C=[P@@H]1O2"
O 1.918 0.003 1.251 0.54 0.38 1.84
P 1.003 -0.271 0.129 -1.93 0.13 -2.59
O 1.677 -0.795 -1.105 0.32 -0.22 -0.33
C -0.714 -0.810 0.279 -0.78 0.93 0.90
P -1.247 0.956 0.010 -2.28 -2.48 1.33
O 0.194 1.281 -0.438 4.68 1.11 -0.01
H -1.135 -1.278 1.189 0.56 0.18 -0.12
H -1.697 0.914 -1.314 -1.11 -0.03 -1.01



(6)
7
Properties=species:S:1:pos:R:3:forces:R:3 method="wB97M-V/def2-TZVPD" e_homo_ev=-10.398 de_lowest_kcal_mol=8.7 spin_multiplicity=1 e_lumo_ev=-0.812 total_energy_ha=-663.1590 homo_lumo_gap_ha=0.352 mol_weight_g_mol=94.1
C 1.500 0.270 -0.197 -0.57 -3.54 1.40
O -2.380 0.696 0.952 0.11 -0.01 0.57
O -1.432 -1.372 -0.064 -0.10 0.28 0.35
O 0.830 0.980 -0.884 0.80 0.43 0.28
S -2.111 -0.115 -0.185 0.06 -0.24 -0.98
H 1.010 -0.815 0.160 1.12 2.34 -0.66
H 2.584 0.357 0.217 -1.43 0.73 -0.97



(7)
7
Properties=species:S:1:pos:R:3:forces:R:3 method="wB97M-V/def2-TZVPD" e_homo_ev=-10.454 de_lowest_kcal_mol=41.6 spin_multiplicity=1 e_lumo_ev=-0.226 total_energy_ha=-663.1066 homo_lumo_gap_ha=0.376 mol_weight_g_mol=94.1
C 0.646 -0.581 -0.235 3.98 0.62 2.76
O -1.737 1.783 0.044 0.19 0.68 -0.31
O -0.154 -0.098 -1.099 -1.49 0.91 -1.66
O 0.077 0.468 1.092 0.63 -0.99 -1.54
S -1.245 0.471 0.261 -0.67 -0.87 0.64
H 0.645 -1.523 0.223 -1.93 -1.78 0.76
H 1.767 -0.520 -0.285 -0.72 1.44 -0.65



(8)
8
Properties=species:S:1:pos:R:3:forces:R:3 method="wB97M-V/def2-TZVPD" e_homo_ev=-8.322 de_lowest_kcal_mol=52.4 spin_multiplicity=1 e_lumo_ev=-1.776 total_energy_ha=-1061.2901 homo_lumo_gap_ha=0.241 mol_weight_g_mol=126.2
C -0.362 1.509 -1.228 -2.10 0.20 -1.78
O 2.623 -2.516 2.625 -0.23 0.24 -0.80
O 1.618 -1.059 0.876 0.41 -0.69 0.34
O 0.826 1.424 -0.799 1.25 -0.26 2.41
S -1.782 0.677 -0.625 0.39 1.59 -1.55
S 2.313 -2.272 1.242 -0.20 0.49 0.47
H 0.982 1.080 0.134 -0.30 -0.24 -1.07
H -1.399 -0.028 0.370 0.77 -1.33 1.99



(9)
7
Properties=species:S:1:pos:R:3:forces:R:3 method="wB97M-V/def2-TZVPD" e_homo_ev="-11.446 / -11.221" de_lowest_kcal_mol=0.0 spin_multiplicity=3 e_lumo_ev="0.482 / -3.058" total_energy_ha=-340.0921 s_squared=2.015 homo_lumo_gap_ha="0.438 / 0.300" mol_weight_g_mol=78.0
C -0.036 0.142 0.054 -0.09 0.11 -2.83
O -0.674 1.301 0.122 0.49 1.51 0.77
O -1.048 -0.184 -0.901 0.07 -1.17 -0.39
O 0.008 -0.633 1.121 -2.48 -1.97 2.77
O 1.236 0.053 -0.501 0.27 -0.11 1.24
H -0.930 -0.859 1.536 2.84 1.21 -1.57
H 1.443 0.182 -1.432 -1.09 0.42 0.01



(10)
8
Properties=species:S:1:pos:R:3:forces:R:3 method="wB97M-V/def2-TZVPD" e_homo_ev="-20.583 / -20.568" de_lowest_kcal_mol=41.5 spin_multiplicity=6 e_lumo_ev="-13.248 / -11.182" total_energy_ha=-947.8352 s_squared=8.772 total_charge=+2 homo_lumo_gap_ha="0.270 / 0.345" mol_weight_g_mol=223.0
O 0.405 -1.097 0.667 -1.92 -1.84 -2.15
Pm -1.165 -2.170 -0.750 1.81 4.28 1.41
O -0.999 0.086 -0.940 -0.24 -2.92 0.05
H -1.602 0.829 -0.869 -0.47 0.43 -0.29
C 0.357 0.196 0.594 3.41 0.08 3.39
O -0.174 0.661 1.705 -0.77 0.19 -1.51
O 1.418 0.902 0.222 -2.14 -0.28 -0.76
H 1.760 0.593 -0.630 0.32 0.08 -0.14



(11)
6
Properties=species:S:1:pos:R:3:forces:R:3 method="wB97M-V/def2-TZVPD" e_homo_ev=-9.181 de_lowest_kcal_mol=11.7 spin_multiplicity=1 e_lumo_ev=-0.003 total_energy_ha=-910.8970 homo_lumo_gap_ha=0.337 mol_weight_g_mol=94.2 smiles="OC(=S)S"
O 1.261 0.310 0.668 -1.28 -2.52 1.44
C 0.071 -0.027 0.105 -0.49 -1.90 0.71
S -0.821 -1.415 0.578 1.39 2.17 -0.58
S -0.310 1.071 -1.167 -1.17 -0.14 -0.59
H 1.332 -0.449 1.378 0.20 1.98 -1.59
H -1.533 0.510 -1.562 1.34 0.40 0.62



(12)
6
Properties=species:S:1:pos:R:3:forces:R:3 method="wB97M-V/def2-TZVPD" e_homo_ev=-8.658 de_lowest_kcal_mol=145.7 spin_multiplicity=1 e_lumo_ev=-3.052 total_energy_ha=-910.6833 homo_lumo_gap_ha=0.206 mol_weight_g_mol=94.2
C 1.322 0.502 -0.003 -6.77 -4.39 1.14
H 0.203 0.717 0.041 1.76 2.74 0.48
H 1.725 0.610 -0.941 2.40 0.61 -1.78
O -2.081 -0.088 1.010 -0.44 -0.97 -3.05
S 0.656 -1.124 0.313 2.37 0.86 -0.47
S -1.825 -0.617 -0.420 0.67 1.15 3.68



(13)
6
Properties=species:S:1:pos:R:3:forces:R:3 method="wB97M-V/def2-TZVPD" e_homo_ev="-7.366 / -7.400" de_lowest_kcal_mol=84.8 spin_multiplicity=1 e_lumo_ev="-1.616 / -1.561" total_energy_ha=-1119.9989 homo_lumo_gap_ha="0.211 / 0.215" mol_weight_g_mol=108.0
C -1.405 0.622 -0.104 0.24 2.24 0.07
P -0.678 -0.736 0.371 2.21 2.54 1.85
P 2.573 0.854 0.245 -0.21 -0.03 0.02
S 1.864 -0.898 0.013 -0.53 -0.05 0.07
H -1.132 1.739 -0.094 -0.30 -1.93 0.10
H -1.221 -1.581 -0.432 -1.41 -2.77 -2.12



(14)
6
Properties=species:S:1:pos:R:3:forces:R:3 method="wB97M-V/def2-TZVPD" e_homo_ev="-7.310 / -9.810" de_lowest_kcal_mol=90.6 spin_multiplicity=3 e_lumo_ev="-0.607 / -3.247" total_energy_ha=-1233.6397 s_squared=2.028 homo_lumo_gap_ha="0.246 / 0.241" mol_weight_g_mol=110.2
C -2.489 1.158 0.427 1.50 1.10 -0.18
S 1.117 -0.580 -0.884 1.46 -1.72 1.19
S -3.614 0.145 0.617 -1.33 -1.15 0.20
S 0.700 0.174 0.979 0.78 0.60 0.36
H 0.371 0.302 -1.363 -1.65 1.83 -1.81
H -0.281 -0.625 1.307 -0.75 -0.66 0.23



(15)
49
Properties=species:S:1:pos:R:3:forces:R:3 method="wB97M-V/def2-TZVPD" e_homo_ev=-6.609 de_lowest_kcal_mol=0.0 spin_multiplicity=1 e_lumo_ev=2.648 total_energy_ha=-1240.7102 total_charge=-1 homo_lumo_gap_ha=0.340 mol_weight_g_mol=298.3
N 1.146 -2.414 -0.783 -0.41 0.95 0.31
C 0.510 -1.390 -1.662 1.07 0.10 0.60
O 0.705 -0.075 -1.237 1.05 1.31 -0.31
H 2.052 -2.766 -1.069 -0.17 0.20 -0.69
H 1.353 -1.954 0.104 -0.37 -0.15 0.23
H 1.100 -1.361 -2.585 -0.88 -0.79 -0.40
H -0.571 -1.568 -1.747 0.37 -0.48 -0.24
H -2.834 -3.153 -1.105 -0.08 0.30 0.21
H -3.035 -2.060 0.014 0.02 0.02 0.11
O -2.694 -2.939 -0.174 -0.35 -0.26 -0.63
H 2.359 0.331 -2.094 0.37 0.00 0.03
H 3.433 -0.289 -1.252 0.46 0.70 -0.71
O 3.332 0.224 -2.078 -0.69 -0.25 0.09
H 0.193 0.529 -0.611 -0.67 -1.13 0.72
H -0.020 2.092 0.750 0.22 0.08 -0.21
O -0.524 1.291 0.609 -0.63 0.05 0.31
H 0.836 3.612 -1.095 -0.22 -0.18 -0.30
H 1.802 2.512 -1.440 -0.05 -0.02 0.28
O 1.396 2.951 -0.677 0.82 0.32 0.21
H -1.183 3.088 -2.706 -0.10 0.38 0.19
H -0.307 1.932 -2.414 0.24 -0.06 0.06
O -0.263 2.827 -2.776 0.10 -0.48 -0.84
H -2.608 1.186 1.109 -0.21 -0.77 0.16
H -4.023 0.735 0.311 0.40 -0.35 0.86
O -3.266 1.313 0.420 -0.32 1.38 -0.90
H -2.348 0.434 -1.037 -0.34 0.27 -0.35
H -2.190 -0.600 -2.135 0.15 -0.17 -0.31
O -2.718 0.164 -1.904 0.23 -0.07 0.37
H -0.569 0.290 3.449 -0.02 0.00 -0.16
H -0.696 0.758 1.718 0.98 -0.29 -0.67
O -0.612 -0.053 2.550 -0.52 0.32 0.72
H -2.401 3.102 -0.473 0.45 -0.16 0.59
H -1.086 3.901 -0.057 -0.15 -0.43 0.56
O -1.705 3.712 -0.755 -0.90 0.76 -0.81
H -1.956 -2.700 2.587 0.25 -0.13 -0.14
H -1.822 -1.149 2.461 -0.10 -0.52 0.12
O -2.464 -1.906 2.412 -0.44 0.49 0.01
H -1.432 -3.794 0.583 0.51 -0.29 0.20
H 0.045 -3.471 0.595 -0.19 -0.71 0.00
O -0.577 -4.176 0.872 -0.10 0.49 0.07
H 2.347 1.456 1.350 -0.21 0.09 -0.07
H 2.866 2.864 1.204 -0.11 -0.15 -0.07
O 2.853 2.124 1.826 0.18 -0.05 0.07
H 4.383 -0.036 1.147 0.22 0.22 -0.21
H 3.358 -0.869 0.463 -0.02 -0.33 0.14
O 4.278 -0.586 0.360 -0.32 -0.21 0.70
H 1.799 -1.118 2.674 0.28 -0.53 -0.09
H 0.458 -1.226 2.140 0.35 -0.58 0.02
O 1.304 -1.776 2.158 -0.14 1.12 0.15



(16)
48
Properties=species:S:1:pos:R:3:forces:R:3 method="wB97M-V/def2-TZVPD" e_homo_ev="-13.070 / -13.070" de_lowest_kcal_mol=93.7 spin_multiplicity=2 e_lumo_ev="-3.729 / -7.871" total_energy_ha=-1185.3722 s_squared=0.755 total_charge=+1 homo_lumo_gap_ha="0.343 / 0.191" mol_weight_g_mol=284.3
C -0.850 2.007 -1.036 -0.38 -1.69 -0.62
O -0.391 2.007 0.302 1.00 3.44 -0.07
H -0.066 1.602 -1.685 -0.35 0.25 -0.10
H -1.674 1.287 -1.089 -0.09 0.47 -0.20
H -1.168 2.968 -1.427 -0.24 0.27 0.23
H -0.002 2.971 0.401 -1.84 -3.16 0.35
H -0.248 -3.645 -2.742 0.44 -0.39 0.12
H -0.236 -2.217 -3.097 0.38 0.17 0.81
O 0.121 -2.830 -2.379 -0.98 0.19 -1.78
H 1.941 3.981 0.480 2.65 2.41 1.04
H 1.313 3.220 1.461 -0.58 -0.44 0.85
O 1.057 4.032 0.945 -2.95 0.58 6.96
H 2.297 0.574 1.580 1.13 -0.86 0.00
H 0.995 1.141 1.603 -0.44 0.16 0.29
O 1.791 1.156 2.140 -0.21 2.89 0.25
H -0.333 0.274 1.126 -0.45 -0.01 0.09
H -0.651 0.111 2.676 0.03 0.00 -0.61
O -0.501 -0.375 1.816 -1.56 0.00 0.42
H 0.249 -4.039 0.457 0.02 0.67 1.22
H -0.360 -3.620 -0.704 -0.40 1.25 -0.68
O -0.167 -3.211 0.147 0.42 -1.72 0.28
H -0.856 -0.078 -3.664 0.82 -0.37 -0.63
H -1.905 -0.985 -3.605 -0.07 -0.77 -0.20
O -0.998 -0.986 -3.997 -0.35 1.11 0.42
H -2.573 -3.293 1.922 0.18 0.60 -0.17
H -1.917 -1.850 2.153 0.18 0.17 -0.62
O -2.230 -2.650 2.551 -0.23 -1.01 1.36
H 1.219 -0.838 2.135 -0.07 -1.08 -1.11
H 1.475 -1.759 0.801 -0.26 0.45 0.89
O 1.808 -1.043 1.382 1.32 -1.15 -0.95
H -2.547 -0.429 0.603 -1.59 -0.59 -0.42
H -2.108 -1.706 0.304 -0.19 -1.25 -0.36
O -2.945 -1.236 0.157 2.12 1.72 1.08
H -2.469 -0.726 -1.514 0.04 -0.45 1.09
H -3.706 -1.119 -2.286 0.56 0.64 0.07
O -2.911 -0.547 -2.333 -1.35 -0.08 -1.52
H 2.041 0.507 -0.601 0.25 -0.60 0.14
H 1.590 1.042 -1.938 0.66 -0.22 -0.02
O 2.089 1.298 -1.149 -0.32 1.09 -0.02
H 1.592 -1.900 -2.063 0.12 0.17 -0.11
H 3.045 -1.948 -1.690 -0.17 0.70 -0.21
O 2.361 -1.301 -1.951 0.07 -0.89 0.45
H 1.750 2.788 -0.705 0.60 -1.94 -1.06
H 1.047 4.186 -1.048 -0.30 0.60 -0.56
O 1.817 3.790 -0.634 2.35 -1.34 -6.90
H 0.715 0.957 3.894 -0.23 -0.41 0.38
H -0.206 -0.119 4.614 0.31 0.30 0.13
O -0.198 0.731 4.151 -0.05 0.14 0.01



(17)
54
Properties=species:S:1:pos:R:3:forces:R:3 method="wB97M-V/def2-TZVPD" e_homo_ev=-11.578 de_lowest_kcal_mol=23.2 spin_multiplicity=1 e_lumo_ev=-3.364 total_energy_ha=-1680.1207 total_charge=+1 homo_lumo_gap_ha=0.302 mol_weight_g_mol=556.5
Pb -1.936 -0.502 3.153 0.37 0.36 0.97
C -0.574 0.182 0.156 1.48 -0.14 -0.12
O -0.618 -0.320 -0.976 -0.22 -0.76 0.21
O 0.511 0.855 0.523 -0.22 0.27 0.92
O -1.431 0.082 1.051 -1.47 -0.16 0.62
H 1.179 0.830 -0.155 0.53 0.22 -0.82
O 1.622 -1.900 -0.151 1.94 0.25 1.60
H 0.960 -1.472 -0.633 -1.63 1.70 -1.50
H 1.322 -2.783 -0.175 0.05 -1.98 0.01
O 1.671 1.011 -2.769 -1.12 -0.01 -1.30
H 1.833 0.117 -3.035 0.05 -0.95 -0.89
H 2.181 1.004 -1.997 1.47 0.62 1.91
O 0.228 -3.367 -2.465 0.62 -0.29 -2.15
H -0.072 -2.670 -3.065 0.11 -0.56 -0.70
H -0.006 -2.952 -1.681 -0.87 0.61 2.64
O -3.063 1.840 -1.032 -0.98 0.74 1.40
H -2.909 1.659 -1.929 0.05 0.22 -2.50
H -2.501 1.190 -0.662 0.63 -0.95 1.14
O 1.995 3.095 -0.633 0.35 -0.57 0.26
H 2.377 3.747 -1.224 0.04 0.33 -0.24
H 2.709 2.459 -0.487 -0.13 0.50 0.04
O -3.452 -1.552 1.728 0.76 0.04 0.02
H -3.022 -1.922 0.963 1.16 -0.14 -0.63
H -4.328 -1.789 1.568 -2.83 -0.34 0.23
O -0.110 3.364 -2.468 0.15 -0.98 0.21
H -0.441 2.492 -2.800 -0.17 1.28 -0.25
H 0.588 3.006 -1.898 -0.06 0.64 0.00
O 0.353 0.062 3.754 -1.95 0.55 1.72
H 0.523 -0.187 4.673 0.36 0.09 -0.25
H 1.104 -0.106 3.220 2.06 -0.47 -1.12
O -1.956 1.929 3.057 -1.27 -1.23 -1.13
H -1.482 2.556 3.533 1.38 1.78 1.98
H -1.808 2.224 2.162 -0.19 0.01 -0.99
O -1.157 1.035 -3.099 -0.40 -0.58 0.31
H -0.925 0.760 -2.185 -0.12 0.21 -0.82
H -0.451 0.615 -3.593 0.11 0.13 -0.46
O 2.478 -0.370 2.203 0.44 -0.35 0.05
H 3.427 -0.482 2.345 -0.19 0.03 0.21
H 2.295 -0.838 1.373 -0.21 -0.04 -0.18
O 3.504 0.414 -0.600 -0.18 0.01 0.14
H 3.938 0.967 0.056 0.26 0.03 0.15
H 3.864 -0.471 -0.475 -0.03 -0.03 -0.19
O -0.425 -2.379 2.445 0.04 -0.34 -0.77
H 0.517 -2.576 2.550 -0.15 0.17 0.14
H -0.620 -2.557 1.500 -0.08 -0.09 0.37
O 1.992 2.631 2.272 1.25 0.41 1.17
H 1.330 2.071 1.926 -1.37 -0.71 -1.13
H 2.345 2.046 2.956 0.24 0.45 0.05
O -1.800 -2.808 -0.104 0.70 -0.91 1.92
H -1.986 -2.109 -0.682 0.08 1.98 -1.83
H -2.545 -3.380 -0.204 -0.50 -1.32 -0.32
O -2.391 -1.783 -2.990 -1.55 -0.80 0.34
H -3.184 -1.590 -2.441 0.82 0.12 -0.82
H -1.653 -1.379 -2.559 0.41 0.95 0.39



(18)
9
Properties=species:S:1:pos:R:3:forces:R:3 method="wB97M-V/def2-TZVPD" e_homo_ev=-9.643 de_lowest_kcal_mol=48.3 spin_multiplicity=1 e_lumo_ev=-0.046 total_energy_ha=-5363.2866 homo_lumo_gap_ha=0.353 mol_weight_g_mol=217.7
B -0.433 -0.047 0.198 0.58 1.39 -2.05
C 1.012 -0.007 -0.594 0.07 -1.11 -3.42
O -1.192 1.086 0.231 -0.12 0.81 1.07
O -0.884 -1.206 0.606 0.00 -2.23 0.95
Br 1.641 1.801 -0.760 0.28 0.09 0.21
Br 2.256 -1.187 0.377 -0.30 0.51 -0.47
H 1.114 -0.418 -2.138 -0.74 0.78 4.67
H -1.801 1.192 0.995 0.50 -0.25 -0.96
H -1.712 -1.214 1.085 -0.26 0.00 0.00



(19)
8
Properties=species:S:1:pos:R:3:forces:R:3 method="wB97M-V/def2-TZVPD" e_homo_ev="-15.844 / -15.027" de_lowest_kcal_mol=84.8 spin_multiplicity=1 e_lumo_ev="-8.454 / -7.526" total_energy_ha=-5989.1183 total_charge=+1 homo_lumo_gap_ha="0.272 / 0.276" mol_weight_g_mol=241.3
C 0.926 0.325 -0.128 1.49 -2.65 0.79
P -0.835 0.217 0.236 -0.16 1.27 -0.62
Cl -0.725 -3.300 1.449 0.01 0.11 -0.04
Br -1.513 2.276 0.612 0.28 -1.10 -0.01
Br -1.932 -0.558 -1.447 0.35 0.05 0.49
H 1.520 0.767 0.697 -0.59 -0.72 0.12
H 1.184 0.955 -0.907 -0.36 1.64 -1.96
H 1.375 -0.681 -0.512 -1.01 1.40 1.24



(20)
8
Properties=species:S:1:pos:R:3:forces:R:3 method="wB97M-V/def2-TZVPD" e_homo_ev="-10.851 / -8.506" de_lowest_kcal_mol=80.5 spin_multiplicity=1 e_lumo_ev="-1.448 / -4.173" total_energy_ha=-5604.4686 homo_lumo_gap_ha="0.346 / 0.159" mol_weight_g_mol=221.8
C -0.113 -0.783 0.396 1.70 1.20 -1.82
O -0.424 1.730 1.928 -0.10 -0.72 0.07
P -0.106 1.088 0.633 0.61 0.07 -0.22
Br -1.335 1.972 -0.977 -0.17 -0.18 -0.27
Br 2.007 -0.832 -2.723 0.04 0.03 -0.09
H -0.099 -1.206 1.414 -0.43 -0.38 -0.85
H -0.792 -1.010 -0.456 -0.48 -0.26 1.46
H 0.863 -0.957 -0.216 -1.16 0.23 1.74